Below is C4H8O2 in the gas phase at a distorted geometry, with properties calculated with wB97M-V/def2-TZVPD.

Geometry as XYZ:
```
14
Properties=species:S:1:pos:R:3:forces:R:3:mulliken_charge:R:1
C -0.984 -1.397 1.558 -0.159 0.234 0.279 -0.70
O -0.865 -0.020 1.223 -0.023 -0.466 1.054 -0.38
C 0.331 0.345 0.633 -0.562 0.596 -0.398 0.31
O 1.393 -0.506 0.375 -0.618 0.814 -1.757 -0.51
C 0.421 0.142 -0.791 0.371 -0.106 0.332 -0.13
C 0.534 1.311 -1.769 0.533 -0.577 0.296 -1.05
H -1.572 -1.443 2.480 0.116 -0.099 -0.190 0.24
H -1.495 -1.975 0.779 0.126 0.108 -0.006 0.23
H 0.015 -1.779 1.725 0.008 -0.480 0.105 0.33
H 0.702 1.287 1.049 -0.461 0.065 -0.078 0.43
H -0.061 -0.746 -1.181 -0.175 0.143 0.171 0.33
H -0.379 1.334 -2.401 0.427 -0.279 0.515 0.29
H 0.585 2.267 -1.240 0.222 -0.199 -0.136 0.32
H 1.376 1.182 -2.440 0.195 0.247 -0.188 0.31
```
Positions in Å, forces in eV/Å.

Results
SMILES: CO[C@H]1O[C@@H]1C
Gap between HOMO and LUMO (eV): 10.41
Energy above the lowest of the compared OMol25 structures with the same formula, charge and spin (kcal per mole): 74.78